# 1
This record from the Open Molecules 2025 dataset describes a molecular structure, C13H13OP. The level of theory is ωB97M-V/def2-TZVPD.

Properties
Molecular weight ... 216.220 g/mol
2S+1 ... 1
HOMO-LUMO gap ... 8.824 eV
Highest occupied orbital energy ... -8.02 eV
Energy relative to the best compared isomer or geometry (same formula, charge and spin) ... 4.681 eV
Charge ... 0
Calculated total energy ... -919.5406 Eh

```
28
Properties=species:S:1:pos:R:3:nbo_charge:R:1
C -3.30 0.41 -2.88 -0.210
C -2.84 -0.92 -2.92 -0.196
C -2.71 1.42 -2.07 -0.199
C -1.89 -1.27 -1.96 -0.202
C -1.67 1.06 -1.23 -0.190
C -1.34 -0.33 -1.18 -0.127
C 0.08 -0.05 2.92 -0.197
C 0.04 0.14 1.33 -0.275
C 2.30 -0.57 2.23 -0.462
C 1.39 -0.12 3.42 -0.193
C 1.57 0.09 1.01 -0.254
C -0.18 -0.71 -0.36 0.394
C 1.32 -0.66 -0.40 -0.051
O 0.57 -1.83 -0.28 -0.497
P 2.33 -0.44 -1.91 0.329
H -4.01 0.79 -3.53 0.207
H -3.15 -1.71 -3.60 0.222
H -3.21 2.40 -2.03 0.219
H -1.43 -2.29 -2.01 0.227
H -1.20 1.73 -0.58 0.212
H -0.83 0.21 3.36 0.201
H -0.40 1.11 1.08 0.186
H 3.37 -0.12 2.39 0.223
H 2.10 -1.66 2.23 0.239
H 1.65 -0.09 4.55 0.230
H 1.91 1.09 0.69 0.212
H 3.37 -1.17 -1.26 -0.013
H 2.58 0.81 -1.51 -0.036
```

# 2
This record from the Open Molecules 2025 dataset describes a single C13H14 molecule. The level of theory is ωB97M-V/def2-TZVPD.

Properties
Molecular weight ... 170.255 g/mol
2S+1 ... 1
SMILES ... C=CC1=C(c2ccccc2)C1(C)C
HOMO-LUMO gap ... 7.454 eV
Highest occupied orbital energy ... -7.53 eV
Energy relative to the best compared isomer or geometry (same formula, charge and spin) ... 2.458 eV
Charge ... 0
Calculated total energy ... -503.6012 Eh

```
27
Properties=species:S:1:pos:R:3:nbo_charge:R:1
C -3.06 -1.91 -0.25 -0.330
C -1.74 -2.06 -0.09 -0.228
C -0.96 -0.88 -0.17 -0.013
C 0.20 -0.12 0.11 0.033
C 1.64 -0.19 0.13 -0.075
C 2.28 -1.46 0.03 -0.180
C 3.65 -1.57 -0.01 -0.197
C 4.43 -0.46 0.03 -0.214
C 3.81 0.75 0.18 -0.206
C 2.45 0.94 0.15 -0.193
C -1.20 0.55 0.04 -0.039
C -1.52 1.37 -1.16 -0.613
C -1.98 0.98 1.25 -0.631
H -3.76 -2.69 -0.28 0.194
H -3.46 -0.95 -0.03 0.185
H -1.30 -2.93 -0.27 0.200
H 1.75 -2.34 -0.21 0.209
H 4.12 -2.53 0.03 0.209
H 5.50 -0.59 0.05 0.216
H 4.38 1.68 0.09 0.209
H 1.90 1.85 0.21 0.220
H -1.47 2.44 -0.94 0.199
H -2.43 0.99 -1.34 0.204
H -0.85 1.19 -1.92 0.209
H -3.01 1.13 1.00 0.203
H -1.79 1.98 1.62 0.215
H -1.92 0.18 1.92 0.215
```

# 3
This record from the Open Molecules 2025 dataset describes a molecular structure, C13H14BaBrF6I2N2O8S3. The level of theory is ωB97M-V/def2-TZVPD.

Properties
Molecular weight ... 1007.490 g/mol
2S+1 ... 1
HOMO-LUMO gap ... 7.802 eV
Highest occupied orbital energy ... -5.96 eV
Energy relative to the best compared isomer or geometry (same formula, charge and spin) ... 0.277 eV
Charge ... -1
Calculated total energy ... -6204.1342 Eh

```
50
Properties=species:S:1:pos:R:3:nbo_charge:R:1
Ba 2.70 -0.71 -1.25 1.821
F 5.07 -3.61 -3.98 -0.302
C 4.86 -3.34 -2.69 0.735
F 5.01 -2.02 -2.52 -0.322
F 5.75 -3.99 -1.96 -0.299
S 3.09 -3.86 -2.34 2.237
O 2.32 -2.90 -3.10 -0.974
O 3.07 -5.23 -2.72 -0.903
N 2.70 -3.61 -0.82 -1.290
S 3.49 -3.37 0.50 2.237
O 4.59 -2.48 0.18 -0.979
O 2.57 -2.99 1.51 -0.906
C 4.21 -4.97 1.06 0.729
F 5.02 -4.75 2.09 -0.304
F 3.24 -5.80 1.43 -0.300
F 4.90 -5.55 0.07 -0.306
I 0.59 2.58 -0.97 0.183
C -0.09 4.35 -1.89 -0.731
I 1.17 4.94 -3.52 0.120
H -0.10 5.14 -1.16 0.220
H -1.08 4.17 -2.30 0.209
C -4.25 4.55 -1.20 -0.626
C -4.02 3.29 -0.42 -0.010
C -4.54 3.12 0.86 -0.213
C -4.35 1.94 1.56 -0.184
C -3.62 0.92 0.99 -0.372
C -3.07 1.07 -0.28 -0.114
C -3.28 2.24 -0.98 -0.233
S -3.37 -0.61 1.85 2.346
O -3.91 -0.43 3.17 -0.961
O -3.84 -1.67 1.00 -0.943
N -1.77 -0.79 1.98 -0.894
C -1.01 0.21 2.74 -0.218
C 0.47 -0.14 2.69 -0.527
C 1.06 0.00 1.30 0.786
O 2.17 0.57 1.16 -0.786
O 0.42 -0.50 0.32 -0.860
H -4.50 5.38 -0.53 0.214
H -5.08 4.43 -1.90 0.221
H -3.37 4.83 -1.78 0.213
H -5.11 3.93 1.31 0.206
H -4.75 1.81 2.56 0.242
H -2.48 0.27 -0.72 0.230
H -2.85 2.36 -1.96 0.211
H -1.29 -1.05 1.11 0.450
H -1.37 0.19 3.77 0.215
H -1.18 1.22 2.34 0.186
H 0.60 -1.18 2.99 0.240
H 1.03 0.49 3.37 0.230
Br 4.16 1.56 -2.91 -0.926
```

# 4
This record from the Open Molecules 2025 dataset describes a molecular structure, C13H14BeN4S. The level of theory is ωB97M-V/def2-TZVPD.

Properties
Molecular weight ... 267.362 g/mol
2S+1 ... 1
HOMO-LUMO gap ... 8.509 eV
Highest occupied orbital energy ... -8.62 eV
Charge ... 0
Calculated total energy ... -1135.8105 Eh

```
33
Properties=species:S:1:pos:R:3:nbo_charge:R:1
Be -2.19 0.44 -0.48 1.515
N -2.16 1.99 0.40 -0.959
C -1.01 2.83 0.02 -0.227
C -1.02 3.12 -1.47 -0.425
C -0.88 1.88 -2.34 -0.228
N -2.04 0.98 -2.17 -0.945
H -3.04 2.50 0.27 0.398
H -2.14 1.74 1.39 0.429
H -0.11 2.27 0.29 0.224
H -1.01 3.76 0.59 0.199
H -0.19 3.79 -1.70 0.235
H -1.93 3.66 -1.74 0.199
H 0.00 1.31 -2.04 0.226
H -0.76 2.16 -3.39 0.197
H -1.94 0.16 -2.76 0.408
H -2.89 1.45 -2.47 0.394
S -4.15 -0.35 -0.26 -0.408
C -4.21 0.20 1.33 0.052
N -4.23 0.58 2.42 -0.435
N 5.85 -4.44 2.06 -0.309
C 4.90 -3.87 1.75 0.264
C 3.71 -3.16 1.37 -0.124
C 3.63 -2.57 0.11 -0.168
C 2.49 -1.88 -0.25 -0.197
C 1.41 -1.77 0.64 -0.118
C 1.51 -2.36 1.90 -0.187
C 2.65 -3.05 2.27 -0.176
C 0.23 -1.05 0.27 -0.016
C -0.78 -0.45 -0.05 -0.723
H 4.46 -2.66 -0.57 0.225
H 2.42 -1.42 -1.23 0.219
H 0.68 -2.28 2.59 0.231
H 2.72 -3.51 3.24 0.229
```

# 5
This record from the Open Molecules 2025 dataset describes a molecular structure, C13H14Br29O2. The level of theory is ωB97M-V/def2-TZVPD.

Properties
Molecular weight ... 2519.469 g/mol
2S+1 ... 1
HOMO-LUMO gap ... 6.259 eV
Highest occupied orbital energy ... -5.23 eV
Charge ... -1
Calculated total energy ... -75300.5974 Eh

```
58
Properties=species:S:1:pos:R:3:nbo_charge:R:1
C 1.19 -0.83 2.44 -0.670
C 0.21 0.32 1.90 -0.222
Br 0.90 2.11 2.56 -0.079
C -1.31 0.20 2.40 -0.321
Br -2.44 0.91 0.88 -0.070
C -1.81 -1.31 2.68 0.709
O -1.69 -2.30 1.86 -0.750
O -2.45 -1.50 3.92 -0.790
H 1.47 -0.58 3.53 0.222
H 0.79 -1.89 2.31 0.265
H 2.16 -0.76 1.82 0.213
H 0.26 0.40 0.75 0.241
H -1.57 0.88 3.29 0.263
C 3.51 -1.17 6.51 -0.495
Br 1.60 -0.85 6.39 0.123
Br 3.90 -3.02 6.97 0.082
Br 4.44 -0.62 4.90 0.078
H 3.88 -0.55 7.33 0.221
C -0.99 -4.07 -1.59 -0.493
Br 0.40 -3.92 -2.94 0.042
Br -0.35 -4.98 0.00 0.087
Br -1.78 -2.35 -1.17 0.137
H -1.78 -4.69 -2.01 0.217
C 0.75 -5.25 3.72 -0.485
Br 0.26 -5.70 5.55 0.082
Br 2.29 -4.08 3.66 0.087
Br 1.00 -6.84 2.64 0.072
H -0.09 -4.70 3.30 0.256
C 3.87 0.94 -1.42 -0.502
Br 3.52 -0.87 -2.03 0.095
Br 2.43 2.15 -1.88 0.103
Br 4.29 1.00 0.47 0.084
H 4.76 1.28 -1.95 0.219
C -2.95 -0.34 -5.01 -0.500
Br -4.73 -0.81 -5.61 0.074
Br -2.94 0.22 -3.15 0.122
Br -1.67 -1.76 -5.34 0.080
H -2.63 0.52 -5.60 0.223
C 6.19 4.32 -0.62 -0.492
Br 7.97 4.51 0.12 0.079
Br 4.98 5.67 0.04 0.100
Br 6.22 4.27 -2.56 0.076
H 5.81 3.35 -0.29 0.230
C -3.05 -0.87 -9.23 -0.492
Br -3.44 0.88 -8.48 0.085
Br -4.66 -1.85 -9.66 0.088
Br -1.85 -0.74 -10.75 0.084
H -2.52 -1.43 -8.46 0.233
C -5.25 2.46 3.87 -0.484
Br -3.39 2.60 4.40 0.108
Br -6.42 3.41 5.09 0.061
Br -5.52 3.02 2.03 0.084
H -5.51 1.41 3.92 0.236
C -1.34 4.75 -2.38 -0.502
Br -1.49 6.54 -1.65 0.067
Br 0.28 4.54 -3.44 0.067
Br -1.52 3.39 -1.01 0.130
H -2.18 4.61 -3.07 0.220
```

# 6
This record from the Open Molecules 2025 dataset describes a molecular structure, C13H14CaN3O6S. The level of theory is ωB97M-V/def2-TZVPD.

Properties
Molecular weight ... 380.415 g/mol
2S+1 ... 1
HOMO-LUMO gap ... 7.733 eV
Highest occupied orbital energy ... -5.39 eV
Energy relative to the best compared isomer or geometry (same formula, charge and spin) ... 0.000 eV
Charge ... -1
Calculated total energy ... -2195.5525 Eh

```
38
Properties=species:S:1:pos:R:3:nbo_charge:R:1
Ca 0.42 -2.23 -1.97 1.828
O 0.31 4.62 0.32 -0.757
C -0.85 4.14 0.35 0.721
O -1.86 4.56 1.00 -0.750
C -1.04 2.79 -0.32 -0.080
C -1.80 1.80 0.22 -0.279
C -1.80 0.56 -0.35 0.022
N -1.04 0.31 -1.44 -0.546
C -0.32 1.30 -2.00 0.112
C -0.28 2.57 -1.42 -0.230
C 0.84 0.86 -2.92 0.749
O 0.96 1.57 -3.89 -0.662
O 1.48 -0.15 -2.54 -0.900
H -2.64 2.01 0.88 0.240
H -2.35 -0.34 -0.03 0.195
H 0.40 3.33 -1.82 0.258
C -0.47 -6.37 -2.48 -0.730
C 0.00 -4.94 -2.41 0.770
O -0.82 -4.05 -2.75 -0.854
O 1.18 -4.65 -2.05 -0.801
H -1.05 -6.44 -1.54 0.237
H 0.30 -7.09 -2.73 0.226
H -1.19 -6.43 -3.34 0.224
C -0.12 -0.07 3.77 -0.401
N 0.62 0.41 2.63 -0.417
C 0.72 1.89 2.51 -0.208
C 1.65 2.05 1.32 -0.281
N 1.56 0.71 0.71 -0.589
C 0.96 -0.23 1.46 0.412
S 0.69 -1.88 0.84 -0.503
H -1.20 0.10 3.60 0.199
H 0.28 0.36 4.68 0.201
H 0.01 -1.11 3.80 0.221
H 1.15 2.20 3.45 0.199
H -0.32 2.26 2.35 0.225
H 2.64 2.26 1.74 0.192
H 1.26 2.88 0.65 0.308
H 1.75 0.47 -0.28 0.450
```

- Look up the molecular weight of the third one.
  1007.490 g/mol

- What is the highest occupied orbital energy in the sixth record?
  -5.39 eV

- Which formula does entry 1 have?
  C13H13OP

- Among the records above, which one has the highest highest occupied orbital energy?
  C13H14Br29O2